# 1
This record from the OMol25 dataset describes a structure of composition C28H49BN8O2Pt. The level of theory is the ωB97M-V functional and the def2-TZVPD basis.

```
89
Properties=species:S:1:pos:R:3:forces:R:3:mulliken_charge:R:1
Pt 0.2343 -1.6425 -1.2142 -0.2 0.4 -0.2 2.44
O -1.8359 -5.1353 -1.9150 -0.2 -0.1 0.0 -0.72
O -0.3678 -3.4606 -1.9083 0.0 -0.2 0.1 -0.67
N 1.5085 -0.1674 1.1390 0.0 0.0 -0.1 0.94
N 0.3049 0.4902 -1.4802 0.0 -0.1 0.2 -0.82
N 0.0984 1.2452 -0.3716 0.0 0.1 0.0 1.11
N -0.0079 -3.8978 0.8129 0.0 0.0 0.0 -0.41
N 1.7856 -1.1103 0.2003 0.1 -0.1 0.2 -0.65
N -1.4742 -1.0190 0.0124 0.1 -0.1 0.1 -0.24
N -1.0546 -4.4451 0.0685 -0.1 -0.1 0.1 -0.12
N -1.0990 -0.3627 1.1457 0.0 0.0 -0.1 1.36
C 2.6496 0.1408 1.8043 -0.1 0.0 0.0 0.41
C 0.1600 4.8696 -0.0900 0.0 0.0 0.0 -1.75
C -0.2432 2.4950 -0.7427 0.0 0.0 0.1 -0.41
C 2.8749 1.2647 2.7826 0.1 0.0 0.0 0.16
C 2.9549 -3.2457 -1.4939 -0.2 0.1 0.1 -0.94
C -2.1307 -0.4012 2.0232 0.0 0.1 0.0 -0.27
C -0.2240 1.6994 -4.9845 0.0 0.0 0.0 -1.91
C -1.0405 -0.5394 4.2557 0.0 0.0 0.0 -1.06
C -2.7178 -1.4543 0.1529 -0.1 0.0 0.0 -0.86
C -2.1160 1.6618 3.5419 0.0 0.0 0.0 -1.32
C -2.1319 0.1365 3.4258 -0.1 -0.1 0.0 0.29
C 3.6524 -0.6591 1.2989 0.0 0.0 0.0 -1.19
C -2.1196 3.8236 0.1905 0.0 0.0 0.0 -1.64
C -0.6090 3.5864 0.2200 0.0 0.0 0.0 1.58
C -1.0986 -4.3662 -1.3263 0.2 0.0 0.0 0.35
C -3.1678 -1.0931 1.4298 0.0 0.1 0.0 -1.09
C -3.2153 -1.4778 -2.2982 0.0 0.0 -0.1 -1.19
C 3.8213 -2.2638 -0.7201 0.0 -0.1 0.1 0.31
C 4.5594 -1.3264 -1.6832 0.0 0.0 0.0 -1.38
C 3.0732 -1.4163 0.2750 0.0 0.0 -0.1 -0.29
C 2.7989 2.6231 2.0814 0.0 0.0 0.0 -1.42
C 0.0917 1.2494 -2.5443 0.0 0.0 -0.2 -0.69
C 1.6017 0.1561 -4.2043 0.1 0.0 0.0 -0.91
C 2.0373 1.2470 4.0567 0.0 0.0 0.0 -1.63
C 0.1946 0.6808 -3.9285 -0.1 0.0 0.0 1.16
C -4.9721 -2.1615 -0.6413 0.0 0.0 0.0 -1.93
C -3.4753 -2.1407 -0.9480 0.0 -0.1 0.1 1.69
C -0.2465 2.5401 -2.1273 0.0 0.0 0.0 -0.31
B 0.1502 0.5751 1.0324 0.0 0.0 0.1 0.80
H 2.4262 1.9908 4.7533 0.0 0.0 0.0 0.51
H -0.0635 -0.4194 3.7904 0.0 0.0 0.0 -0.01
H -0.1877 1.2486 -5.9760 0.0 0.0 0.0 0.46
H -2.4006 4.5935 0.9100 0.0 0.0 0.0 0.43
H -0.4705 3.3901 -2.7459 0.0 0.0 0.0 0.58
H 0.4510 2.5574 -4.9838 0.0 0.0 0.0 0.34
H -5.3620 -1.1490 -0.5179 0.0 0.0 0.0 0.41
H 4.6843 -0.6608 1.6055 0.0 0.0 0.0 0.53
H 4.5730 -2.8231 -0.1524 0.0 0.0 0.0 0.44
H -3.7707 -2.0034 -3.0753 0.0 0.0 0.0 0.42
H 5.1366 -1.9019 -2.4074 0.0 0.0 0.0 0.46
H -2.3366 1.9492 4.5707 0.0 0.0 0.0 0.48
H -4.1323 -1.2815 1.8656 0.0 0.0 0.0 0.54
H -1.2375 2.0633 -4.8169 0.0 0.0 0.0 0.42
H 3.8434 -0.7079 -2.2283 0.0 0.0 0.0 0.19
H 1.7875 2.8294 1.7372 -0.1 0.0 0.0 0.12
H -2.8719 2.1095 2.8958 0.0 0.0 0.0 0.34
H 3.9163 1.1195 3.0891 0.0 0.0 0.0 0.53
H 0.1060 1.3931 1.8875 0.0 0.0 0.0 -0.99
H 2.5474 -4.0379 -0.8685 0.0 0.0 0.0 0.24
H -5.5097 -2.6337 -1.4631 0.0 0.0 0.0 0.46
H 3.0896 3.4182 2.7690 0.0 0.0 0.0 0.50
H 2.0881 -2.7256 -1.9288 0.2 -0.1 -0.2 -0.05
H -1.5200 -5.2720 0.4193 0.1 0.1 0.0 0.23
H -2.4381 4.1500 -0.8006 0.0 0.0 0.0 0.34
H 3.5097 -3.6914 -2.3184 0.0 0.0 0.0 0.42
H 0.9963 1.4934 3.8604 0.0 0.0 0.0 0.22
H 1.8918 -0.6149 -3.4869 0.0 0.0 0.0 -0.13
H -0.0977 5.2460 -1.0810 0.0 0.0 0.0 0.35
H 3.4610 2.6558 1.2160 0.0 0.0 0.0 0.37
H -2.1606 -1.5066 -2.5773 -0.1 0.0 0.0 -0.01
H -2.6638 2.9097 0.4312 0.0 0.0 0.0 0.31
H 2.3295 0.9684 -4.1426 0.0 0.0 0.0 0.33
H -0.0837 5.6466 0.6355 0.0 0.0 0.0 0.44
H 2.0722 0.2746 4.5479 0.0 0.0 0.0 0.36
H -0.4987 -0.1675 -3.9750 0.0 0.0 0.0 -0.04
H -0.9943 -0.1151 5.2591 0.0 0.0 0.0 0.35
H 5.2376 -0.6601 -1.1508 0.0 0.0 0.0 0.39
H -0.3453 3.2558 1.2247 0.0 0.0 0.0 -0.54
H -3.1406 -3.1777 -1.0010 0.0 0.0 0.0 -0.28
H -1.2359 -1.6087 4.3447 0.0 0.0 0.0 0.36
H 1.6547 -0.2775 -5.2031 0.0 0.0 0.0 0.46
H -3.5401 -0.4345 -2.2818 0.0 0.0 0.0 0.37
H 1.2365 4.7019 -0.0665 0.0 0.0 0.0 0.34
H -5.1947 -2.7257 0.2644 0.0 0.0 0.0 0.40
H -1.1529 2.0918 3.2785 0.0 0.0 0.0 0.00
H -3.0975 -0.1893 3.8264 0.0 0.0 0.0 0.42
H -0.3689 -3.3604 1.5928 0.0 0.0 -0.1 0.12
H 0.6335 -4.6094 1.1461 -0.1 0.0 0.0 0.30
```
Forces are in eV/Å.

<S²> ... 2.01
Kohn-Sham gap (alpha / beta) ... 8.3 / 8.2 eV
Spin multiplicity ... 3
LUMO (alpha / beta) ... 0.5 / -0.3 eV

# 2
This record from the OMol25 dataset describes a cluster of 2 separate species, C5H9INO in total in a non-equilibrium geometry. The level of theory is the ωB97M-V functional and the def2-TZVPD basis.

```
17
Properties=species:S:1:pos:R:3:forces:R:3:mulliken_charge:R:1
I 0.7192 1.2492 -2.6307 0.2 0.1 -0.1 0.13
O -1.2868 -0.3660 1.2945 -3.0 -0.9 1.9 -0.21
N -0.5830 0.4641 0.6617 2.9 4.3 0.8 0.21
C -0.9679 -1.7222 1.1539 3.7 -1.7 0.3 -0.58
C -0.2286 -0.3973 -1.7593 -0.7 0.6 -1.0 -0.53
C -0.0516 1.5083 0.7925 -1.4 -2.2 -0.5 0.53
C 0.4187 -1.5494 -1.6035 0.2 2.4 -0.9 -0.65
C 0.8313 2.6167 0.8053 2.6 0.4 2.5 -0.98
H -1.1906 -2.0394 0.1730 -0.1 -0.4 -0.8 0.23
H 0.5644 3.4992 0.2676 -0.4 0.2 -0.6 0.35
H 1.7571 2.1266 0.4524 -0.1 0.6 -0.5 0.32
H 1.2391 2.9737 1.8750 -1.6 -1.1 -1.8 0.34
H -1.3096 -0.0640 -1.6716 1.4 -1.3 0.3 0.51
H 1.4434 -1.6614 -1.9059 0.3 0.0 0.0 0.25
H 0.1476 -1.8970 1.4458 -1.7 0.5 -1.0 0.32
H -1.4424 -2.3953 1.8286 -1.3 0.5 0.9 0.36
H -0.0602 -2.3457 -1.1794 -1.0 -2.1 0.6 0.40
```
Forces are in eV/Å.

Kohn-Sham gap ... 7.7 eV
Total charge ... +1
LUMO ... -5.1 eV

# 3
This record from the OMol25 dataset describes a structure of composition C29H49AsIrN10Se. The level of theory is the ωB97M-V functional and the def2-TZVPD basis.

```
91
Properties=species:S:1:pos:R:3:forces:R:3:mulliken_charge:R:1
Ir 1.6620 -2.9849 1.6309 0.0 0.1 0.0 2.91
Se -3.0034 -4.9733 -4.0619 0.1 0.0 -0.1 0.42
As -5.0115 10.1092 -4.9819 -0.1 0.1 -0.1 0.44
N 1.3025 -4.5804 0.3620 0.0 0.0 0.0 -0.38
N -1.7359 -5.8363 -3.1806 -0.1 0.0 0.1 -0.83
N 3.3307 -1.0626 0.0277 0.0 0.0 0.0 -0.26
N 0.3521 -2.1050 0.2779 0.0 0.0 0.0 0.46
N 1.9849 -1.2793 2.8539 0.0 0.0 0.0 -0.88
N 2.9965 -3.9575 2.9306 0.0 0.1 0.0 0.42
N 4.0381 -5.2524 4.3400 0.0 0.0 0.0 0.00
N 3.2644 -2.4738 0.3778 0.0 0.0 0.0 -1.00
N -2.6912 -3.4370 -3.2386 -0.1 0.0 0.1 -0.83
N -0.0103 -3.5279 2.8095 0.0 0.0 0.0 -0.85
C -1.2035 -2.6279 -1.4856 0.0 0.0 0.0 0.69
C 3.7399 -0.8426 -1.4020 0.0 0.0 0.0 0.92
C -1.5954 -1.2863 -1.5340 0.0 0.0 0.0 -0.73
C 3.8905 0.6686 -1.5275 0.0 0.0 0.0 -1.66
C -3.1668 12.3037 -5.5530 0.0 0.0 0.0 -1.17
C -4.3388 11.5190 -6.1355 0.0 0.0 0.0 -0.60
C -0.8619 -2.4507 3.4001 0.0 0.0 0.0 -0.67
C 0.0122 -0.8203 0.1729 0.0 -0.1 0.0 -0.58
C 0.5073 -6.5739 -1.4064 0.0 0.0 0.0 -0.69
C 0.3015 -4.3524 -0.5271 0.0 0.0 0.0 -0.26
C 2.6228 -1.3399 -2.3151 0.0 0.0 0.0 -1.41
C -1.7410 -3.6569 -2.3643 0.1 0.0 0.0 0.67
C 0.8497 -0.5821 3.5403 0.0 0.0 0.0 -0.63
C 1.9327 -5.7572 0.3314 0.0 0.0 0.0 -0.41
C -0.9668 -0.3765 -0.7115 0.1 -0.1 0.1 -1.29
C -6.2892 10.7923 -3.6915 0.0 0.0 0.0 -0.47
C -0.1346 -5.3313 -1.4166 0.0 0.0 0.0 0.55
C 2.9099 -5.0931 3.6275 0.0 0.0 0.0 0.38
C 1.5614 -6.7746 -0.5398 0.0 0.0 0.0 -1.09
C -5.8293 8.7086 -6.0425 0.0 0.0 0.0 -0.56
C 1.7976 -6.0834 3.6915 0.0 0.0 0.0 -1.38
C 4.8831 -4.2000 4.1171 0.0 0.0 0.0 -0.76
C -0.2253 -2.9983 -0.5653 0.0 0.0 0.0 -0.12
C -0.0511 -1.5359 4.2984 0.0 0.0 0.0 -0.72
C -1.2119 -4.9870 -2.3324 0.0 0.0 0.0 0.71
C -6.9120 9.2905 -6.9575 0.0 0.0 0.0 -1.05
C -5.8486 12.0775 -3.0032 0.0 0.0 0.0 -1.17
C 5.0613 -1.5389 -1.7228 0.0 0.0 0.0 -1.53
C 4.2326 -3.3954 3.2456 0.0 0.0 0.0 -0.55
H -6.4832 9.9844 -2.9860 0.0 0.0 0.0 0.42
H 3.1218 -2.9854 -0.4937 0.0 0.1 0.0 0.30
H 2.7560 -5.8829 1.0206 0.0 0.0 0.0 0.69
H 4.1752 -2.7970 0.7089 0.0 -0.1 0.0 0.58
H 2.1045 -7.7092 -0.5257 0.0 0.0 0.0 0.51
H -0.7458 -0.9354 4.8872 0.0 0.0 0.0 0.45
H 4.6768 1.0451 -0.8697 0.0 0.0 0.0 0.44
H -7.2004 10.9390 -4.2810 0.0 0.0 0.0 0.36
H -1.3150 -1.8932 2.5796 0.0 0.0 0.0 0.31
H 0.5222 -2.1202 5.0271 0.0 0.0 0.0 0.35
H 2.6332 -1.5633 3.5884 0.0 0.0 0.0 0.45
H 4.0759 -0.6665 0.5976 0.0 0.0 0.0 0.48
H -2.2939 11.6688 -5.4098 0.0 0.0 0.0 0.36
H -6.6346 12.4034 -2.3235 0.0 0.0 0.0 0.36
H 0.1813 -7.3459 -2.0924 0.0 0.0 0.0 0.60
H 2.1921 -7.0982 3.6300 0.0 0.0 0.0 0.45
H 4.9929 -2.6300 -1.6821 0.0 0.0 0.0 0.31
H -7.3475 8.4802 -7.5419 0.0 0.0 0.0 0.36
H 2.9566 1.1771 -1.2859 0.0 0.0 0.0 0.38
H 2.8742 -1.1164 -3.3512 0.0 0.0 0.0 0.59
H 2.4806 -2.4268 -2.2699 0.0 0.0 0.0 0.38
H 4.1694 0.9288 -2.5474 0.0 0.0 0.0 0.42
H -6.2315 7.9747 -5.3450 0.0 0.0 0.0 0.41
H -2.3691 -0.9855 -2.2291 0.0 0.0 0.0 0.60
H -3.4159 12.7685 -4.6006 0.0 0.0 0.0 0.32
H -2.8925 13.0967 -6.2471 0.0 0.0 0.0 0.35
H 0.3000 -4.1123 3.5828 0.0 0.0 0.0 0.15
H -5.6828 12.8831 -3.7177 0.0 0.0 0.0 0.32
H 2.4832 -0.5754 2.3081 0.0 -0.1 -0.1 0.25
H 0.5446 -0.1253 0.8035 0.0 0.0 0.0 0.60
H 0.2710 -0.0493 2.7880 0.0 0.0 0.0 0.28
H -4.9408 11.9355 -2.4183 0.0 0.0 0.0 0.35
H 1.6796 -0.8469 -2.0792 0.0 0.0 0.0 0.22
H -7.7185 9.7583 -6.3941 0.0 0.0 0.0 0.33
H 5.3744 -1.2910 -2.7363 0.0 0.0 0.0 0.47
H -5.0301 8.2362 -6.6129 0.0 0.0 0.0 0.40
H -6.5062 10.0189 -7.6587 0.0 0.0 0.0 0.32
H -1.6659 -2.9235 3.9645 0.0 0.0 0.0 0.49
H 1.0969 -5.9581 2.8704 0.0 0.0 0.0 0.30
H 1.2715 0.1635 4.2144 0.0 0.0 0.0 0.50
H 5.8496 -4.1170 4.5839 0.0 0.0 0.0 0.43
H 1.2613 -6.0093 4.6406 0.0 0.0 0.0 0.42
H 5.8559 -1.2106 -1.0488 0.0 0.0 0.0 0.40
H -1.2080 0.6770 -0.7245 0.0 0.0 -0.1 0.53
H -0.6153 -4.1333 2.2544 0.0 0.0 0.0 0.36
H -5.2085 12.1577 -6.3183 0.0 0.0 0.0 0.46
H 4.2289 -6.0354 4.9508 0.0 0.0 0.0 0.23
H 4.5766 -2.4619 2.8331 0.0 0.0 0.0 0.48
H -4.0755 11.0310 -7.0743 0.0 0.0 0.0 0.46
```
Forces are in eV/Å.

<S²> ... 0.75
Kohn-Sham gap (alpha / beta) ... 6.6 / 7.6 eV
Total charge ... +4
Spin multiplicity ... 2
LUMO (alpha / beta) ... -10.0 / -10.0 eV

Number 1 is which compound? C28H49BN8O2Pt